15
Properties=species:S:1:pos:R:3:mulliken_charge:R:1 method="wB97M-V/def2-TZVPD" relative_energy_kcal_mol=46.27 largest_force_ev_per_a=5.553 total_energy_ev=-23627.1383 homo_energy_ev=-8.91 spin_multiplicity=1
C -0.867 -0.379 -1.838 -0.34
C -1.108 0.928 -2.277 -0.18
C -0.921 1.087 -0.134 -0.26
C 1.702 -2.218 3.545 0.08
N -0.679 -0.192 -0.469 -0.28
N 1.089 -2.473 2.635 -0.37
N -1.149 1.823 -1.250 -0.06
O 1.968 -0.178 -0.506 -0.55
O 0.770 0.193 1.601 -0.57
S 1.033 -0.706 0.474 0.75
H -0.741 -1.218 -2.454 0.40
H -1.138 1.192 -3.397 0.30
H -0.647 1.432 0.840 0.49
H 2.237 -2.074 4.414 0.31
H -1.550 2.783 -1.185 0.28

***

15
Properties=species:S:1:pos:R:3:mulliken_charge:R:1 method="wB97M-V/def2-TZVPD" relative_energy_kcal_mol=140.71 largest_force_ev_per_a=6.285 total_energy_ev=-14836.6887 homo_energy_ev=-8.65 spin_multiplicity=1
C -1.637 -0.135 1.463 -0.27
C -1.836 -0.861 0.309 -0.59
C 0.154 -0.053 0.215 0.06
C 1.577 0.450 -0.830 0.55
N -0.373 0.425 1.363 0.24
N -0.680 -0.801 -0.452 0.61
N 1.569 -0.035 -2.027 -0.33
O -0.553 -1.279 -1.630 -0.90
O 2.365 1.268 -0.535 -0.58
O 0.293 1.194 2.319 -0.40
H -2.227 0.101 2.354 0.41
H -2.654 -1.577 0.386 0.33
H 0.882 -0.798 -2.222 0.28
H 2.327 0.223 -2.654 0.22
H 0.794 1.878 1.939 0.36

***

13
Properties=species:S:1:pos:R:3:mulliken_charge:R:1 method="wB97M-V/def2-TZVPD" relative_energy_kcal_mol=48.30 largest_force_ev_per_a=6.627 total_energy_ev=-19532.7864 smiles=Nc1cncnc1S homo_energy_ev=-8.63 spin_multiplicity=1
N 1.445 -1.271 -0.772 -0.55
C 0.566 -0.190 -0.369 0.32
C 0.812 1.206 -0.464 -0.18
N -0.183 2.019 -0.177 -0.57
C -1.380 1.594 0.328 -0.07
N -1.694 0.400 0.463 -0.48
C -0.733 -0.430 0.117 0.53
S -0.994 -2.119 0.463 -0.35
H 2.274 -1.036 -1.201 0.22
H 1.715 -2.077 -0.146 0.23
H 1.846 1.562 -0.561 0.36
H -2.005 2.480 0.413 0.37
H -1.668 -2.137 1.905 0.18